1.
C11H93AlIO38 as an isolated structure, computed with ωB97M-V/def2-TZVPD.

Last column: Löwdin charge in e.
CARTESIAN COORDINATES (ANGSTROEM)
1 C -0.602 -2.321 1.513  -0.14
2 C -2.126 -2.178 1.335  -0.39
3 C -2.637 -2.560 -0.081  -0.73
4 I -2.589 -0.910 -1.514  0.99
5 Al -1.663 -4.180 -0.866  0.24
6 C 0.265 -3.807 -1.427  -0.23
7 C 0.449 -3.068 -2.743  -0.31
8 C -0.335 -3.358 -3.842  -0.09
9 C -0.107 -2.694 -5.029  -0.09
10 C 0.887 -1.751 -5.113  -0.09
11 C 1.670 -1.468 -4.017  -0.29
12 C 2.786 -0.434 -4.181  -0.06
13 C 1.450 -2.115 -2.825  -0.04
14 H -0.104 -1.781 0.692  0.06
15 H -0.255 -1.867 2.449  0.05
16 H -0.257 -3.360 1.457  0.05
17 H -2.600 -2.840 2.072  0.08
18 H -2.360 -1.111 1.506  0.06
19 H -3.697 -2.822 0.036  0.00
20 H -1.581 -5.266 0.343  -0.07
21 H -2.467 -4.873 -2.051  -0.06
22 H 0.840 -3.313 -0.632  0.03
23 H 0.740 -4.794 -1.565  0.06
24 H -1.094 -4.127 -3.723  0.08
25 H -0.745 -2.951 -5.875  0.10
26 H 1.057 -1.252 -6.067  0.10
27 H 3.295 -0.657 -5.126  0.07
28 H 2.365 0.576 -4.159  0.07
29 H 3.467 -0.600 -3.342  0.05
30 H 2.076 -1.861 -1.968  0.10
31 O 3.343 0.811 -1.396  -0.06
32 H 3.592 1.721 -1.591  0.06
33 H 2.378 0.827 -1.412  0.04
34 O -3.341 1.833 1.315  -0.07
35 H -2.619 2.077 1.909  0.02
36 H -2.955 1.150 0.750  -0.02
37 O -3.000 1.227 -4.218  -0.09
38 H -2.570 2.074 -4.057  0.04
39 H -2.707 0.673 -3.478  -0.12
40 O 1.302 2.325 -0.222  -0.09
41 H 1.727 3.177 -0.038  0.04
42 H 1.553 1.772 0.528  0.08
43 O 1.776 5.235 -0.326  -0.05
44 H 2.155 5.846 -0.969  0.02
45 H 1.014 5.712 0.026  0.02
46 O -4.067 -6.297 -3.263  -0.10
47 H -4.622 -6.147 -4.038  -0.01
48 H -4.042 -7.260 -3.177  -0.01
49 O -3.707 -3.072 -4.239  -0.10
50 H -3.661 -2.215 -4.676  0.02
51 H -3.216 -2.931 -3.413  -0.07
52 O -4.768 -9.089 -3.281  -0.04
53 H -5.723 -9.212 -3.269  0.05
54 H -4.416 -9.964 -3.476  0.05
55 O -2.364 1.028 -7.221  -0.07
56 H -2.560 1.214 -6.292  -0.01
57 H -3.073 0.437 -7.493  0.03
58 O 3.296 -4.357 -0.880  -0.05
59 H 3.142 -3.498 -1.291  0.00
60 H 4.215 -4.561 -1.082  0.03
61 O 5.632 0.471 0.488  -0.08
62 H 5.170 0.626 -0.349  0.04
63 H 5.639 -0.493 0.577  0.04
64 O 0.465 3.317 1.932  -0.05
65 H 0.722 3.556 1.032  -0.02
66 H 0.528 4.143 2.424  0.05
67 O 1.209 3.729 4.539  -0.04
68 H 1.134 2.769 4.426  0.04
69 H 2.132 3.870 4.779  0.07
70 O -2.641 -1.465 4.387  -0.05
71 H -3.193 -1.310 3.610  0.03
72 H -2.623 -2.424 4.467  0.05
73 O 4.122 6.612 0.265  -0.07
74 H 3.894 5.818 0.762  0.02
75 H 5.086 6.593 0.210  0.01
76 O 1.832 6.276 -3.316  -0.05
77 H 1.767 6.764 -4.145  0.02
78 H 1.824 5.351 -3.583  0.05
79 O -4.057 4.589 2.244  -0.06
80 H -5.016 4.496 2.245  0.04
81 H -3.733 3.699 2.043  0.00
82 O 7.099 2.627 -0.571  -0.07
83 H 6.867 1.828 -0.073  -0.02
84 H 8.061 2.636 -0.572  0.03
85 O -4.391 -5.029 1.733  -0.08
86 H -4.926 -4.877 0.944  0.01
87 H -4.358 -5.988 1.808  0.04
88 O 0.019 2.921 7.064  -0.06
89 H 0.284 3.165 6.161  0.00
90 H 0.081 3.734 7.575  0.06
91 O 4.227 2.583 2.161  -0.06
92 H 4.870 2.845 2.827  0.03
93 H 4.690 1.907 1.643  0.00
94 O 7.019 7.570 -0.737  -0.05
95 H 7.345 7.835 -1.603  0.04
96 H 7.049 8.380 -0.215  0.04
97 O -0.076 7.328 -0.645  -0.05
98 H 0.232 7.400 -1.558  0.03
99 H -0.662 8.083 -0.528  0.05
100 O 2.032 -1.002 3.063  -0.05
101 H 1.607 -0.152 2.904  0.03
102 H 2.253 -0.983 4.003  0.01
103 O -7.015 -5.842 -0.243  -0.06
104 H -6.728 -5.746 -1.160  0.04
105 H -7.621 -5.106 -0.106  0.04
106 O 1.775 -2.075 6.063  -0.06
107 H 1.584 -1.871 6.987  0.01
108 H 1.073 -2.682 5.807  0.05
109 O 8.112 0.439 2.293  -0.06
110 H 7.485 0.144 1.620  -0.01
111 H 8.691 -0.318 2.423  0.03
112 O -0.991 1.899 -0.444  -0.14
113 H -0.667 2.017 0.459  0.01
114 H -0.305 2.301 -0.993  0.03
115 O -0.220 7.631 -4.813  -0.05
116 H -0.503 8.546 -4.707  0.04
117 H -0.672 7.336 -5.611  0.05
118 O -5.029 -6.795 -6.082  -0.06
119 H -5.155 -6.319 -6.909  0.03
120 H -5.023 -7.720 -6.345  0.02
121 O 5.197 -1.388 2.274  -0.05
122 H 4.900 -1.198 3.170  0.05
123 H 4.521 -1.985 1.927  0.06
124 O -5.720 3.520 4.609  -0.08
125 H -5.394 3.622 5.508  0.03
126 H -5.028 3.926 4.065  -0.02
127 O -0.869 1.026 5.143  -0.06
128 H -1.053 1.214 6.072  0.03
129 H -1.590 0.446 4.869  0.01
130 O 1.181 -3.496 8.682  -0.06
131 H 1.023 -4.285 9.211  0.04
132 H 2.138 -3.482 8.560  0.04
133 O 1.835 0.580 7.685  -0.06
134 H 2.072 0.625 6.753  0.02
135 H 1.259 1.345 7.821  0.00
136 O -3.232 2.480 4.064  -0.05
137 H -3.309 1.528 3.938  0.04
138 H -2.310 2.607 4.333  0.04
139 O -1.713 4.971 -0.022  -0.06
140 H -2.670 4.860 0.008  0.03
141 H -1.380 4.086 -0.218  0.00
142 O -3.712 -7.943 -8.338  -0.05
143 H -2.816 -7.642 -8.148  0.05
144 H -3.751 -7.987 -9.299  0.04

Forces on atoms 1 to 2 (eV/Å):
C 0.00 0.51 -0.32
C 0.76 0.48 -0.80

Computed properties:
Net charge ... -1
Orbital gap ... 6.15 eV
LUMO level ... 0.05652 Eh
Multiplicity ... 1
E_HOMO ... -4.61 eV

=====

2.
C2H4BrClO2S in the gas phase, computed with ωB97M-V/def2-TZVPD.

Last column: natural (NBO) charge in e.
CARTESIAN COORDINATES (ANGSTROEM)
1 C 1.367 0.428 -0.376  -0.89
2 C -1.294 0.032 0.686  -0.82
3 O -0.620 -0.865 -1.592  -0.94
4 O 0.492 -1.938 0.311  -0.91
5 S 0.043 -0.763 -0.316  2.16
6 Cl -2.736 -0.973 0.600  0.02
7 Br -1.588 1.803 -0.050  0.36
8 H 2.394 -0.029 -0.246  0.27
9 H 1.452 0.836 -1.260  0.24
10 H 1.349 1.132 0.511  0.25
11 H -0.859 0.336 1.733  0.26

Forces on atoms 1 to 2 (eV/Å):
C 1.76 -1.74 5.69
C 2.06 -4.56 3.12

Computed properties:
Orbital gap (alpha / beta) ... 6.13 / 6.36 eV
LUMO level (alpha / beta) ... 0.01394 / -0.16697 Eh
Multiplicity ... 3
E_HOMO (alpha / beta) ... -5.75 / -10.91 eV

=====

3.
C4H6O2 in the gas phase, computed with ωB97M-V/def2-TZVPD.

Last column: natural (NBO) charge in e.
CARTESIAN COORDINATES (ANGSTROEM)
1 C -0.916 0.503 1.744  -0.46
2 C -0.576 0.230 0.493  0.29
3 C 0.349 -0.800 -0.091  -0.49
4 C 0.812 -0.074 -1.362  -0.09
5 O 0.084 1.159 -1.400  -0.26
6 O -1.069 0.963 -0.560  -0.25
7 H -1.563 1.343 1.967  0.22
8 H -0.560 -0.108 2.565  0.21
9 H -0.207 -1.708 -0.346  0.23
10 H 1.162 -1.065 0.587  0.23
11 H 1.869 0.204 -1.327  0.20
12 H 0.614 -0.648 -2.271  0.18

Forces on atoms 1 to 2 (eV/Å):
C 0.00 -0.01 -0.10
C 0.02 -0.02 0.25

Computed properties:
Orbital gap ... 10.27 eV
LUMO level ... 0.03665 Eh
Structure (SMILES) ... C=C1CCOO1
Multiplicity ... 1
E_HOMO ... -9.27 eV

=====

no.,E_tot (Ha)
1,-3874.1583
2,-3661.2229
3,-306.3655